Entry from OMol25: a cluster of 2 separate species, C10H10N2O2 in total in a non-equilibrium geometry (ωB97M-V with the def2-TZVPD basis set).

Highest occupied orbital energy in eV: -9.2
Molar mass in g mol⁻¹: 190.202
Max |F| in eV/A: 6.5
Lowest unoccupied orbital energy in eV: 0.213
Frontier orbital gap in hartree: 0.346
SMILES: O=c1cc[nH]c(=O)[nH]1.c1ccccc1

Structure (ORCA input):
```
! wB97M-V def2-TZVPD RIJCOSX def2/J DEFGRID3
* xyz 0 1
C -5.022 -0.269 0.240
C -4.815 1.069 -0.127
C -3.543 1.315 -0.356
C -2.660 -0.967 -0.311
C 3.125 0.704 -0.954
C 3.829 -0.494 -1.257
C 4.513 -1.042 -0.143
C 4.322 -0.753 1.106
C 3.473 0.213 1.374
C 2.868 0.962 0.333
H -4.427 -2.096 0.198
H -5.508 1.821 0.292
H -2.952 2.441 -0.101
H -1.471 0.503 -0.672
H 2.781 1.311 -1.742
H 4.054 -0.897 -2.213
H 5.204 -1.751 -0.402
H 5.029 -1.173 1.764
H 3.450 0.852 2.396
H 2.273 1.700 0.772
N -4.018 -1.192 -0.145
N -2.525 0.312 -0.506
O -6.001 -0.657 0.876
O -1.977 -1.909 -0.422
*
```

These are the Mulliken partial charges, in e, on atoms 1 to 2:
1. C 0.50
2. C -0.39